C22H42I2N7O5 | ωB97M-V with the def2-TZVPD basis set

Calculated values
LUMO level ... -4.8 eV
Kohn-Sham gap ... 5.48 eV
Max |F| ... 3.06 eV/A
Total charge ... +1

The geometry in XYZ format:
```
78
C22H42I2N7O5 | the Open Molecules 2025 dataset | ωB97M-V with the def2-TZVPD basis set
C -0.047 2.368 4.402
C 0.368 3.772 4.601
I -0.173 4.523 6.511
C 1.042 4.536 3.742
I 1.624 3.787 1.855
C 1.466 5.911 3.976
C 2.762 6.320 3.869
C 3.073 7.657 4.099
N 2.223 8.595 4.436
N 0.973 8.151 4.512
C 0.560 6.925 4.296
H 0.435 1.891 3.561
H -1.130 2.302 4.311
H 0.221 1.798 5.284
H 3.552 5.635 3.618
H 4.095 7.976 3.998
H 0.289 8.854 4.765
H -0.490 6.717 4.364
C -2.630 -0.452 3.671
O -2.282 0.582 4.230
N -2.940 -0.563 2.376
C -3.350 -1.832 1.787
C -2.866 0.617 1.532
H -2.715 -1.403 4.217
H -2.660 -2.123 0.995
H -4.354 -1.739 1.370
H -3.356 -2.609 2.547
H -1.850 1.016 1.536
H -3.538 1.389 1.909
H -3.148 0.355 0.516
C 2.867 1.900 -1.293
O 2.211 0.877 -1.218
N 3.998 2.057 -1.988
C 4.721 3.313 -2.020
C 4.513 0.916 -2.735
H 2.534 2.806 -0.756
H 4.789 3.680 -3.045
H 5.729 3.174 -1.627
H 4.206 4.057 -1.414
H 3.775 0.593 -3.468
H 4.708 0.085 -2.058
H 5.433 1.189 -3.243
C -1.642 -1.359 -0.905
O -2.432 -2.168 -0.447
N -1.578 -1.008 -2.196
C -0.630 -0.013 -2.662
C -2.490 -1.639 -3.140
H -0.906 -0.831 -0.275
H -1.168 0.827 -3.108
H 0.038 -0.445 -3.409
H -0.032 0.346 -1.828
H -3.524 -1.447 -2.852
H -2.335 -2.718 -3.143
H -2.312 -1.244 -4.136
C 4.503 -3.123 -3.436
O 5.514 -2.494 -3.190
N 3.693 -3.665 -2.509
C 2.499 -4.407 -2.865
C 4.031 -3.497 -1.105
H 4.159 -3.303 -4.469
H 1.617 -3.926 -2.436
H 2.565 -5.428 -2.486
H 2.390 -4.441 -3.947
H 4.067 -2.436 -0.855
H 5.012 -3.928 -0.903
H 3.284 -3.989 -0.490
C -5.655 -4.283 -2.891
O -6.283 -3.248 -2.779
N -4.986 -4.885 -1.893
C -4.242 -6.112 -2.092
C -5.012 -4.276 -0.572
H -5.575 -4.820 -3.852
H -4.637 -6.900 -1.449
H -3.188 -5.954 -1.852
H -4.322 -6.433 -3.129
H -6.040 -4.213 -0.213
H -4.599 -3.271 -0.627
H -4.420 -4.872 0.117
```

Mulliken atomic charge list, values in e, 5 entries:
1 C -1.469
2 C 0.523
3 I 0.149
4 C -0.542
5 I 0.249

C22H42IrNOP3S | ωB97M-V with the def2-TZVPD basis set

Calculated values
<S²> ... 6.04
Energy above the lowest of the compared OMol25 structures with the same formula, charge and spin ... 197.21 kJ/mol
LUMO level (spin up / spin down) ... -8.3 / -11.6 eV
Kohn-Sham gap (spin up / spin down) ... 7.31 / 5.19 eV
Max |F| ... 4.16 eV/A
2S+1 ... 5
Total charge ... +3

The geometry in XYZ format:
```
71
C22H42IrNOP3S | the Open Molecules 2025 dataset | ωB97M-V with the def2-TZVPD basis set
Ir 0.552 -1.092 -0.513
P -1.386 -0.842 0.624
P 1.969 -2.119 0.797
P -0.450 -1.910 -2.336
H 1.043 2.425 -2.195
C 0.097 2.082 -2.571
C -0.981 1.973 -1.800
H -0.928 2.062 -0.739
C -1.472 0.234 2.077
C -1.662 -2.469 1.398
C -3.007 -0.501 -0.134
C 3.691 -1.776 0.382
C 1.672 -1.661 2.517
C 1.608 -3.820 0.269
C -1.551 -0.997 -3.474
C -1.486 -3.342 -1.851
C 0.792 -2.647 -3.449
H 0.184 1.616 -3.541
H -1.836 1.439 -2.097
H -1.691 1.269 1.789
H -0.567 0.178 2.692
H -2.326 -0.166 2.641
H -0.769 -2.850 1.904
H -2.039 -3.193 0.670
H -2.443 -2.256 2.134
H -3.062 0.530 -0.508
H -3.706 -0.613 0.706
H -3.283 -1.214 -0.918
H 3.958 -2.157 -0.607
H 4.349 -2.216 1.133
H 3.885 -0.702 0.350
H 2.307 -2.297 3.146
H 0.618 -1.792 2.775
H 1.902 -0.593 2.657
H 2.308 -4.504 0.750
H 1.674 -3.890 -0.826
H 0.578 -4.073 0.530
H -1.776 -1.654 -4.328
H -1.074 -0.083 -3.847
H -2.500 -0.731 -2.991
H -1.694 -3.925 -2.760
H -2.437 -3.015 -1.410
H -0.944 -3.973 -1.135
H 0.257 -3.132 -4.274
H 1.383 -3.386 -2.897
H 1.469 -1.880 -3.846
C 3.369 -0.357 -3.054
C 4.707 -0.795 -2.986
C 5.345 -1.150 -4.172
C 4.725 -0.913 -5.414
C 3.470 -0.275 -5.453
C 2.824 0.069 -4.274
O 2.586 -0.380 -1.946
H 1.432 -0.656 -2.058
H 5.210 -0.911 -2.028
H 6.333 -1.622 -4.134
H 5.224 -1.285 -6.322
H 3.019 -0.067 -6.430
H 1.880 0.600 -4.328
S 1.829 1.343 0.431
C 1.093 2.417 1.539
N 0.286 3.403 1.009
C -0.589 4.138 1.766
C -0.577 3.990 3.141
C 0.313 3.095 3.735
C 1.167 2.324 2.946
H 0.240 3.466 -0.025
H -1.240 4.815 1.216
H -1.282 4.561 3.727
H 0.320 2.969 4.808
H 1.868 1.616 3.350
```

Mulliken atomic charge list, values in e, 5 entries:
1 Ir 0.614
2 P 0.770
3 P 0.668
4 P 0.441
5 H 0.289

C22H43BN3O6P2 | ωB97M-V with the def2-TZVPD basis set

Calculated values
SMILES ... CCCCO[n+]1c(CB(O)O)c([PH2]=N)c(C(=O)OP(C)CC)c(NCC)c1OC[C@H](C)C(C)C
LUMO level ... -3.8 eV
Kohn-Sham gap ... 7.29 eV
Max |F| ... 2.64 eV/A
Total charge ... +1

The geometry in XYZ format:
```
77
C22H43BN3O6P2 | the Open Molecules 2025 dataset | ωB97M-V with the def2-TZVPD basis set
C 4.302 -0.029 -3.119
C 3.750 1.416 -3.197
C 3.516 2.071 -1.800
C 2.055 1.865 -1.402
O 1.886 1.578 0.021
N 0.914 0.654 0.250
C 1.225 -0.653 0.184
C 2.620 -1.074 -0.133
B 3.324 -1.658 1.196
O 3.051 -1.058 2.419
O 4.149 -2.718 1.041
C 0.263 -1.597 0.414
P 0.601 -3.400 0.271
N 1.491 -3.791 -0.955
C -1.034 -1.201 0.753
C -2.175 -2.160 1.014
O -3.048 -2.210 0.171
O -2.207 -2.927 2.136
P -2.546 -4.601 1.843
C -3.928 -5.129 2.936
C -1.065 -5.516 2.536
C -0.481 -6.526 1.505
C -1.332 0.151 0.823
N -2.653 0.505 1.191
C -2.752 1.268 2.454
C -2.022 0.607 3.616
C -0.336 1.051 0.542
O -0.615 2.360 0.572
C -1.215 2.736 -0.728
C -1.421 4.251 -0.831
C -2.957 4.502 -0.793
C -0.926 4.830 -2.196
C 0.599 5.165 -2.173
C -1.293 3.935 -3.396
H 5.026 -0.168 -3.926
H 3.517 -0.766 -3.304
H 4.812 -0.230 -2.175
H 2.772 1.367 -3.691
H 4.394 2.040 -3.815
H 4.208 1.608 -1.091
H 3.774 3.128 -1.873
H 1.505 2.767 -1.679
H 1.584 1.050 -1.965
H 2.609 -1.796 -0.952
H 3.243 -0.235 -0.448
H 2.155 -1.270 2.707
H 4.541 -2.903 1.910
H -0.686 -3.959 0.087
H 1.199 -3.843 1.479
H 2.336 -4.274 -0.671
H -3.566 -5.909 3.615
H -4.335 -4.336 3.570
H -4.746 -5.581 2.374
H -0.354 -4.741 2.839
H -1.380 -6.038 3.443
H -0.563 -7.536 1.900
H 0.562 -6.274 1.304
H -1.052 -6.429 0.577
H -3.154 0.957 0.439
H -3.814 1.291 2.714
H -2.405 2.300 2.327
H -0.933 0.674 3.519
H -2.260 1.165 4.527
H -2.357 -0.417 3.799
H -2.177 2.236 -0.852
H -0.566 2.321 -1.504
H -0.924 4.819 -0.043
H -3.492 3.763 -1.396
H -3.199 5.467 -1.242
H -3.340 4.471 0.231
H -1.446 5.779 -2.353
H 0.976 4.962 -1.165
H 1.103 4.521 -2.899
H 0.774 6.216 -2.398
H -1.200 4.475 -4.339
H -0.581 3.100 -3.439
H -2.303 3.529 -3.309
```

Mulliken atomic charge list, values in e, 5 entries:
1 C -1.095
2 C -0.530
3 C -0.654
4 C 0.330
5 O -0.380

C22H43BN3O9PS | ωB97M-V with the def2-TZVPD basis set

Calculated values
<S²> ... 2.01
LUMO level (spin up / spin down) ... -0.4 / -0.4 eV
Kohn-Sham gap (spin up / spin down) ... 7.86 / 8.85 eV
Max |F| ... 1.60 eV/A
2S+1 ... 3

The geometry in XYZ format:
```
80
C22H43BN3O9PS | the Open Molecules 2025 dataset | ωB97M-V with the def2-TZVPD basis set
O -1.290 -2.216 -1.014
P -2.461 -2.012 -0.179
O -2.385 -2.495 1.305
C -1.565 -3.631 1.619
C -2.250 -4.934 1.250
C -2.019 -5.471 -0.101
O -1.410 -6.042 1.072
O -2.910 -0.475 0.075
N -2.118 0.446 -0.650
C -2.566 1.576 -0.704
S -3.090 3.005 -0.935
O -3.786 -2.587 -0.836
B -5.038 -2.607 -0.206
O -6.021 -1.838 -0.751
O -5.265 -3.371 0.921
H -1.353 -3.629 2.682
H -0.616 -3.602 1.091
H -3.228 -5.100 1.688
H -2.781 -6.099 -0.537
H -1.297 -4.966 -0.724
H -6.837 -2.332 -0.871
H -5.291 -4.310 0.715
C 1.885 -2.203 7.319
C 1.532 -2.984 6.027
C 2.680 -3.899 5.577
C 3.818 -3.210 4.824
C 3.264 -2.344 3.695
C 2.235 -1.333 4.192
N 1.139 -2.038 4.935
O 0.332 -2.600 4.108
C 2.947 -0.280 5.058
C 1.629 -0.569 3.022
C 0.349 -3.873 6.392
H 2.123 -1.160 7.146
H 1.036 -2.195 8.002
H 2.729 -2.657 7.841
H 2.267 -4.671 4.920
H 3.070 -4.420 6.452
H 4.433 -2.618 5.507
H 4.479 -3.971 4.406
H 4.072 -1.808 3.195
H 2.805 -2.991 2.941
H 2.231 0.424 5.485
H 3.637 0.283 4.430
H 3.539 -0.701 5.866
H 1.186 -1.231 2.281
H 2.411 0.008 2.530
H 0.859 0.123 3.366
H -0.536 -3.277 6.615
H 0.612 -4.444 7.283
H 0.098 -4.576 5.601
C 1.154 2.605 -4.636
C -0.247 3.255 -4.779
C -0.783 3.148 -6.215
C -0.229 4.174 -7.203
C -0.336 5.584 -6.625
C 0.341 5.704 -5.262
N -0.215 4.679 -4.322
O -1.365 5.050 -3.880
C 1.862 5.568 -5.448
C 0.118 7.090 -4.673
C -1.169 2.447 -3.877
H 1.963 3.324 -4.571
H 1.209 2.025 -3.715
H 1.369 1.933 -5.467
H -1.870 3.267 -6.186
H -0.597 2.136 -6.578
H 0.804 3.938 -7.470
H -0.801 4.119 -8.131
H 0.112 6.310 -7.307
H -1.393 5.854 -6.532
H 2.376 5.583 -4.486
H 2.222 6.413 -6.034
H 2.161 4.671 -5.984
H -0.938 7.339 -4.597
H 0.593 7.831 -5.316
H 0.561 7.166 -3.679
H -0.899 2.579 -2.832
H -1.067 1.389 -4.124
H -2.215 2.721 -3.999
```

Mulliken atomic charge list, values in e, 5 entries:
1 O -0.679
2 P 1.136
3 O -0.282
4 C -0.431
5 C 0.173